1 | {"formula": "C26H43FN3O2P2PtS2Si2", "method": "ωB97M-V with the def2-TZVPD basis set", "multiplicity": 2, "e_homo_ha": [-0.2339, -0.2640], "lumo_energy_ev": [-0.460, -0.475], "s2": 0.755, "elements": ["Pt", "C", "Si", "C", "C", "C", "C", "C", "C", "C", "Si", "C", "C", "H", "H", "H", "H", "H", "H", "H", "H", "H", "H", "H", "H", "H", "H", "H", "H", "C", "C", "O", "P", "S", "S", "O", "C", "C", "H", "H", "H", "H", "H", "H", "H", "H", "H", "H", "C", "N", "C", "N", "C", "N", "C", "P", "C", "C", "H", "H", "H", "H", "H", "H", "H", "H", "H", "H", "H", "H", "H", "F", "C", "C", "C", "C", "C", "C", "H", "H", "H", "H"], "xyz": [[-0.3017, 0.9107, 0.7011], [-2.5333, -0.9339, 2.5685], [-0.7173, -0.5225, 2.5134], [0.1792, -2.1210, 2.8247], [-0.3345, 0.6433, 3.9541], [-0.8323, 0.3764, 5.2350], [-0.2469, 0.9377, 6.3675], [0.8388, 1.7702, 6.2213], [1.2892, 2.0914, 4.9422], [0.6254, 1.6283, 3.8008], [0.8679, 2.4067, 2.1009], [0.0933, 4.0904, 1.9092], [2.7127, 2.8153, 1.9939], [-2.7244, -1.5690, 3.4398], [-2.8204, -1.4970, 1.6736], [-3.1537, -0.0400, 2.6164], [0.1106, -2.3471, 3.8937], [1.2322, -2.1010, 2.5359], [-0.3054, -2.9117, 2.2515], [-1.6374, -0.3426, 5.3566], [-0.5981, 0.6774, 7.3592], [1.3128, 2.1964, 7.0981], [2.1244, 2.7771, 4.8386], [0.7126, 4.8397, 2.4122], [-0.9132, 4.1284, 2.3208], [0.0230, 4.3526, 0.8496], [2.9715, 3.3542, 2.9082], [2.9113, 3.4943, 1.1561], [3.3798, 1.9508, 1.9168], [-3.4276, -5.1893, -1.9913], [-2.6454, -4.3705, -0.9896], [-2.5683, -3.0003, -1.4285], [-1.1767, -2.3920, -1.9417], [-1.5908, -0.5626, -2.5641], [0.2604, -2.7325, -0.6075], [-0.7644, -3.3472, -3.1851], [-1.2751, -3.1759, -4.5123], [-0.2510, -3.7231, -5.4800], [-3.5598, -6.2054, -1.6144], [-2.8970, -5.2379, -2.9428], [-4.4104, -4.7475, -2.1620], [-1.6425, -4.7734, -0.8486], [-3.1439, -4.3558, -0.0209], [-1.4665, -2.1183, -4.6918], [-2.2235, -3.7114, -4.6032], [0.6876, -3.1731, -5.3916], [-0.6191, -3.6253, -6.5035], [-0.0533, -4.7766, -5.2786], [3.9938, 1.5753, -1.4175], [3.9550, 0.0859, -1.0525], [4.0596, -0.7450, -2.3300], [3.0741, -0.3519, -3.2708], [3.2041, 1.0672, -3.5800], [3.0185, 1.8977, -2.3942], [1.6318, 1.8135, -1.8902], [1.0873, 0.1068, -1.2835], [2.6811, -0.2387, -0.3248], [1.7004, -0.7200, -2.8721], [4.9963, 1.7713, -1.7993], [3.8235, 2.1265, -0.4946], [4.7554, -0.1204, -0.4559], [3.9257, -1.7868, -2.0436], [5.0621, -0.5807, -2.7270], [2.4605, 1.3370, -4.3269], [4.2015, 1.2536, -3.9856], [0.9590, 2.0964, -2.7019], [1.4987, 2.5485, -1.0914], [2.6765, -1.3017, -0.0777], [2.6533, 0.3359, 0.5984], [1.0194, -0.4203, -3.6662], [1.6369, -1.8016, -2.7628], [-5.7670, 3.9204, 0.3833], [-4.5760, 3.2784, 0.4204], [-3.9521, 3.0989, 1.6379], [-2.7266, 2.4434, 1.6590], [-2.1203, 1.9613, 0.4861], [-2.7995, 2.1642, -0.7135], [-4.0247, 2.8260, -0.7562], [-4.4249, 3.4536, 2.5454], [-2.2438, 2.3030, 2.6186], [-2.3875, 1.7913, -1.6423], [-4.5511, 2.9738, -1.6906]], "lowdin_spin": [0.344, -0.001, 0.085, 0.027, 0.016, 0.001, 0.003, 0.000, 0.004, 0.019, 0.070, -0.002, 0.017, 0.000, 0.000, 0.000, 0.004, 0.002, 0.000, 0.000, 0.000, 0.000, 0.000, 0.000, 0.000, 0.000, 0.003, 0.000, 0.000, 0.000, 0.000, 0.000, 0.002, 0.022, 0.004, 0.000, 0.001, 0.000, 0.000, 0.000, 0.000, 0.000, 0.000, 0.001, 0.000, 0.000, 0.000, 0.000, 0.000, 0.003, 0.001, 0.000, 0.000, 0.002, 0.006, 0.049, 0.028, 0.004, 0.000, 0.000, 0.000, 0.000, 0.000, 0.000, 0.000, 0.000, 0.002, 0.001, 0.019, 0.000, 0.000, -0.002, -0.006, 0.005, 0.014, 0.190, 0.040, 0.011, 0.001, 0.002, 0.006, 0.002]}

2 | {"formula": "C26H43FN3O2P2PtS2Si2", "method": "ωB97M-V with the def2-TZVPD basis set", "multiplicity": 2, "e_homo_ha": [-0.2389, -0.2560], "lumo_energy_ev": [-0.660, -1.021], "s2": 0.761, "elements": ["Pt", "C", "Si", "C", "C", "C", "C", "C", "C", "C", "Si", "C", "C", "H", "H", "H", "H", "H", "H", "H", "H", "H", "H", "H", "H", "H", "H", "H", "H", "C", "C", "O", "P", "S", "S", "O", "C", "C", "H", "H", "H", "H", "H", "H", "H", "H", "H", "H", "C", "N", "C", "N", "C", "N", "C", "P", "C", "C", "H", "H", "H", "H", "H", "H", "H", "H", "H", "H", "H", "H", "H", "F", "C", "C", "C", "C", "C", "C", "H", "H", "H", "H"], "xyz": [[0.7764, 0.1971, 0.3955], [2.6790, 2.1292, 2.5774], [2.6200, 0.3600, 1.9358], [2.6090, -0.7590, 3.4456], [4.2573, 0.0104, 1.0565], [5.4757, -0.0605, 1.7376], [6.6582, -0.3191, 1.0621], [6.6395, -0.5126, -0.3142], [5.4382, -0.4360, -1.0010], [4.2421, -0.1731, -0.3286], [2.5808, -0.0048, -1.1994], [2.7878, 1.5213, -2.3194], [2.5226, -1.4484, -2.4358], [3.5904, 2.2678, 3.1681], [1.8163, 2.3461, 3.2099], [2.6865, 2.8553, 1.7629], [3.6101, -0.7538, 3.8858], [2.3586, -1.7931, 3.2010], [1.9186, -0.3865, 4.2008], [5.5087, 0.0859, 2.8128], [7.5942, -0.3748, 1.6047], [7.5600, -0.7232, -0.8453], [5.4355, -0.5886, -2.0765], [3.6937, 1.3989, -2.9206], [2.8962, 2.4369, -1.7335], [1.9601, 1.6620, -3.0209], [3.2149, -1.2607, -3.2619], [1.5376, -1.6333, -2.8652], [2.8429, -2.3676, -1.9397], [-0.9266, -0.6513, 5.6527], [-0.8846, -0.8084, 4.1509], [-0.5581, 0.4743, 3.5899], [-0.8071, 0.8724, 2.0371], [-1.1572, 2.8220, 1.9770], [0.3057, -2.1478, 1.0495], [-2.2316, 0.0925, 1.7391], [-3.4211, 0.5465, 2.3929], [-4.4607, -0.5490, 2.3026], [-1.1593, -1.6088, 6.1216], [-1.6839, 0.0768, 5.9458], [0.0382, -0.3084, 6.0270], [-1.8396, -1.1547, 3.7572], [-0.1361, -1.5390, 3.8484], [-3.7693, 1.4645, 1.9079], [-3.2058, 0.8114, 3.4303], [-4.6853, -0.7859, 1.2599], [-5.3856, -0.2322, 2.7866], [-4.1128, -1.4616, 2.7881], [-2.8490, 2.9354, -2.4178], [-3.2979, 1.5056, -2.1019], [-3.1037, 0.6428, -3.3509], [-1.7648, 0.7138, -3.8154], [-1.3870, 2.1015, -4.0738], [-1.5142, 2.9480, -2.8918], [-0.5375, 2.6093, -1.8432], [-0.7104, 0.8678, -1.2474], [-2.5370, 0.9640, -0.9234], [-0.8188, 0.0514, -2.9007], [-2.9473, 3.5047, -1.4938], [-3.5380, 3.3080, -3.1780], [-4.2908, 1.5214, -1.8685], [-3.7959, 1.0346, -4.0982], [-3.3746, -0.3771, -3.0761], [-2.0329, 2.4997, -4.8600], [-0.3550, 2.1274, -4.4193], [-0.6615, 3.2661, -0.9797], [0.4696, 2.7554, -2.2292], [-2.7011, 1.6371, -0.0823], [-2.9227, -0.0240, -0.6834], [-1.1057, -0.9934, -2.7664], [0.1726, 0.0591, -3.3546], [-3.6457, -3.9321, -2.9462], [-2.7345, -3.5328, -2.0268], [-1.3902, -3.7128, -2.2898], [-0.4668, -3.2819, -1.3476], [-0.8693, -2.6604, -0.1602], [-2.2414, -2.5422, 0.0833], [-3.1811, -2.9704, -0.8471], [-1.0809, -4.1912, -3.2099], [0.5894, -3.4286, -1.5198], [-2.5613, -2.0989, 1.0171], [-4.2451, -2.8964, -0.6561]], "lowdin_spin": [0.314, 0.034, 0.060, -0.001, 0.005, 0.001, 0.000, 0.000, 0.000, 0.001, 0.028, 0.009, 0.001, 0.005, 0.000, 0.001, 0.000, 0.000, 0.000, 0.000, 0.000, 0.000, 0.000, 0.001, 0.001, 0.000, 0.000, 0.000, 0.000, 0.000, 0.000, 0.005, 0.037, 0.070, 0.254, 0.000, 0.001, 0.000, 0.000, 0.000, 0.000, 0.000, 0.000, 0.001, 0.000, 0.000, 0.000, 0.000, 0.000, 0.000, 0.000, 0.001, 0.000, 0.002, 0.010, 0.038, 0.000, 0.002, 0.000, 0.000, 0.000, 0.000, 0.000, 0.000, 0.000, 0.000, 0.001, 0.000, 0.000, 0.000, 0.000, 0.009, 0.029, -0.005, 0.032, 0.026, 0.031, -0.005, -0.001, 0.001, 0.001, -0.001]}

Least stable = 1

1 | {"formula": "C10H8O2", "method": "ωB97M-V with the def2-TZVPD basis set", "multiplicity": 1, "smiles": "Cc1cc(=O)c2ccccc2o1", "e_homo_ha": -0.3245, "lumo_energy_ev": -0.198, "elements": ["C", "C", "C", "C", "O", "C", "C", "C", "C", "C", "C", "O", "H", "H", "H", "H", "H", "H", "H", "H"], "xyz": [[0.8905, 2.5148, 2.1397], [0.6358, 1.2028, 1.1418], [1.8958, 0.4585, 0.9926], [1.5463, -0.8122, 0.3407], [2.1731, -1.9518, 0.6704], [0.3502, -0.7785, -0.5086], [-0.0546, -1.8593, -1.2116], [-1.2510, -1.9228, -2.0861], [-2.3465, -1.1043, -1.8657], [-2.0923, -0.0916, -0.8478], [-0.8283, 0.0973, -0.3006], [-0.4707, 1.2743, 0.4496], [0.3001, 2.5370, 2.9770], [0.5958, 3.4758, 1.7270], [2.0466, 2.4349, 2.4292], [3.0749, 0.7027, 1.3939], [0.6221, -2.8163, -1.3992], [-1.0846, -2.6307, -3.1558], [-3.3695, -1.5217, -2.3777], [-2.6335, 0.7912, -0.5089]], "lowdin_charge": [0.002, -0.228, 0.034, -0.325, -0.047, -0.104, -0.037, -0.115, -0.089, -0.014, -0.125, 0.056, 0.019, 0.062, 0.109, 0.193, 0.158, 0.177, 0.158, 0.116]}

2 | {"formula": "C10H8O2", "method": "ωB97M-V with the def2-TZVPD basis set", "multiplicity": 1, "smiles": "Oc1ccc2ccccc2c1O", "e_homo_ha": -0.2745, "lumo_energy_ev": 0.346, "elements": ["O", "C", "C", "C", "C", "C", "C", "C", "C", "C", "C", "O", "H", "H", "H", "H", "H", "H", "H", "H"], "xyz": [[-3.4773, 0.1172, 0.3447], [-2.3055, -0.1204, 0.3366], [-1.9900, -1.5647, 0.0051], [-0.6997, -1.8761, -0.1370], [0.3794, -0.9008, -0.0246], [1.7795, -1.2145, -0.0665], [2.8233, -0.3309, 0.1702], [2.4371, 1.1074, 0.2796], [1.0570, 1.4575, -0.1494], [0.0569, 0.4320, -0.0890], [-1.3006, 0.7886, -0.1109], [-1.5905, 2.1675, -0.2270], [-3.6433, 1.0801, -0.0120], [-2.7770, -2.2236, -0.1178], [-0.3217, -2.9445, -0.4313], [2.1193, -2.2087, -0.5458], [3.8291, -0.8352, 0.5212], [3.2570, 1.8954, 0.7773], [0.9678, 2.5653, 0.0042], [-0.6009, 2.6084, -0.5279]], "lowdin_charge": [0.139, -0.345, 0.021, -0.055, -0.187, -0.077, -0.117, -0.051, -0.034, -0.179, -0.194, -0.042, 0.206, 0.090, 0.143, 0.133, 0.130, 0.148, 0.102, 0.171]}

Least stable = 1

1 | {"formula": "H3OPS", "method": "ωB97M-V with the def2-TZVPD basis set", "multiplicity": 1, "e_homo_ha": [-0.2962, -0.3376], "lumo_energy_ev": [-1.564, -0.987], "elements": ["O", "P", "S", "H", "H", "H"], "xyz": [[0.6675, -0.6713, -0.4617], [-0.8194, 1.2724, -0.2275], [0.9693, -1.5704, 0.7888], [-1.8397, 0.4739, -0.0659], [-0.7172, 1.3247, -1.5170], [1.7396, -0.8293, 1.4834]], "lowdin_charge": [-0.836, 0.787, 0.720, -0.241, -0.246, -0.184]}

2 | {"formula": "H3OPS", "method": "ωB97M-V with the def2-TZVPD basis set", "multiplicity": 1, "e_homo_ha": [-0.3676, -0.2999], "lumo_energy_ev": [-0.947, -0.185], "elements": ["O", "P", "S", "H", "H", "H"], "xyz": [[1.1555, 0.9346, 0.4305], [0.1776, 0.3423, -0.7928], [-0.2211, -1.7529, -0.1621], [1.7500, 0.3106, 0.6574], [-2.4249, 1.7587, -1.3012], [-0.4371, -1.5933, 1.1682]], "lowdin_charge": [-0.450, 0.497, 0.207, -0.062, 0.022, -0.213]}

3 | {"formula": "H3OPS", "method": "ωB97M-V with the def2-TZVPD basis set", "multiplicity": 1, "e_homo_ha": -0.3367, "lumo_energy_ev": -0.096, "elements": ["O", "P", "S", "H", "H", "H"], "xyz": [[-1.4528, 0.7104, 0.8183], [-0.6440, 0.5973, -0.5484], [1.3004, 0.8446, 0.2785], [-2.0550, 1.3902, 1.1268], [-0.4879, -1.4719, -0.5823], [1.2180, -0.1328, 1.0380]], "lowdin_charge": [-0.512, 0.427, 0.306, 0.056, 0.014, -0.291]}

Least stable = 1